C66H174N22O26 | wB97M-V/def2-TZVPD

Cartesian coordinates (Å):
C1 2.28823 5.84434 -0.77148
O1 1.52062 4.69584 -0.59012
C2 1.36311 4.22665 0.76734
C3 -0.03732 3.71936 0.93904
N1 -0.95437 4.84500 0.52840
C4 -2.32873 4.39904 0.59927
C5 -3.24300 5.59541 0.29355
O2 -3.15313 6.01218 -1.07096
C6 -4.31261 6.70500 -1.54390
H1 3.36037 5.71419 -0.75022
H2 2.01369 6.66949 -0.10402
H3 1.96626 6.22531 -1.68590
H4 1.48825 5.10939 1.39931
H5 2.17507 3.55128 1.04335
H6 -0.22908 3.36471 1.98231
H7 -0.03379 2.84772 0.27683
H8 -0.65028 5.04343 -0.40828
H9 -2.58665 4.10644 1.66220
H10 -2.53776 3.48684 0.06909
H11 -2.95023 6.40506 0.99200
H12 -4.29160 5.24553 0.47840
H13 -4.02115 7.12804 -2.51505
H14 -4.62780 7.56801 -0.94771
H15 -5.11190 5.97725 -1.65268
C7 5.39529 6.65959 6.53441
O3 5.82092 6.12636 5.27679
C8 5.02314 6.53489 4.19650
C9 3.53857 6.26647 4.34906
N2 3.37682 4.87432 4.89317
C10 2.16071 4.56238 5.60443
C11 2.07081 3.02179 5.79863
O4 1.92977 2.51301 4.49471
C12 1.88230 1.09797 4.46373
H16 5.55085 7.74584 6.61245
H17 6.06502 6.26298 7.25955
H18 4.38835 6.47222 6.81730
H19 5.41700 5.99948 3.37868
H20 5.16501 7.60485 3.97962
H21 3.04896 6.29541 3.34541
H22 3.21934 7.04043 5.06765
H23 4.20125 4.57437 5.36871
H24 1.31045 4.93000 4.93021
H25 1.89740 5.10394 6.57198
H26 1.13728 2.80967 6.39428
H27 3.02715 2.69248 6.26498
H28 2.57688 0.75186 5.21283
H29 2.08247 0.67329 3.47816
H30 0.91334 0.64487 4.75676
C13 -2.76517 1.37498 -2.22240
O5 -3.05915 2.10043 -3.41899
C14 -2.73613 3.46193 -3.21077
C15 -2.77665 4.11142 -4.58988
N3 -1.82753 3.26375 -5.37798
C16 -1.39436 3.75662 -6.64891
C17 -2.25082 3.39211 -7.79646
O6 -2.35540 1.97446 -7.87006
C18 -2.55079 1.32345 -9.04737
H31 -3.57595 1.43088 -1.43396
H32 -1.83041 1.71878 -1.73279
H33 -2.59255 0.33808 -2.52100
H34 -1.73551 3.57909 -2.74893
H35 -3.45405 3.95440 -2.53954
H36 -2.26551 5.07047 -4.56098
H37 -3.80368 4.24660 -4.90602
H38 -2.07028 2.28063 -5.35153
H39 -0.40497 3.38669 -6.93675
H40 -1.29389 4.80810 -6.53374
H41 -1.84202 3.88525 -8.70419
H42 -3.29475 3.77204 -7.63744
H43 -1.87609 1.60145 -9.86727
H44 -3.58141 1.31364 -9.38125
H45 -2.36489 0.24023 -8.94272
C19 5.02995 -4.71550 -1.75213
O7 5.18139 -3.42370 -1.27734
C20 6.41898 -2.89194 -1.68185
C21 6.78031 -1.67860 -0.82299
N4 7.13628 -2.07486 0.50060
C22 7.90311 -1.19956 1.34784
C23 6.98884 -0.30009 2.15159
O8 6.30116 -1.21005 3.02258
C24 5.44569 -0.56085 4.03533
H46 4.79341 -4.68667 -2.82832
H47 4.12814 -5.09999 -1.23826
H48 5.89690 -5.34899 -1.61325
H49 6.36435 -2.70409 -2.77461
H50 7.20285 -3.64015 -1.55684
H51 5.89225 -0.99755 -0.74322
H52 7.58379 -1.09547 -1.26553
H53 6.37394 -2.36447 1.12270
H54 8.60669 -0.56737 0.75514
H55 8.56174 -1.71107 1.99402
H56 6.31141 0.22273 1.43250
H57 7.68155 0.42866 2.74906
H58 4.66359 0.04415 3.43595
H59 6.06261 0.06457 4.72031
H60 4.85005 -1.35227 4.60359
C25 -5.51558 -0.69214 -3.27631
O9 -5.24980 -1.36355 -4.50618
C26 -4.74605 -0.42464 -5.45468
C27 -4.05737 -1.22733 -6.50244
N5 -2.89677 -1.96380 -5.95308
C28 -1.73798 -1.23335 -5.52816
C29 -0.63787 -2.17612 -5.15189
O10 -0.92386 -3.02288 -3.99276
C30 -1.46916 -2.22775 -2.94840
H61 -6.39269 -0.03761 -3.45645
H62 -4.70830 -0.19703 -2.79717
H63 -5.89580 -1.45066 -2.58606
H64 -4.04225 0.24897 -4.97960
H65 -5.54859 0.19283 -5.81419
H66 -3.64390 -0.64553 -7.35166
H67 -4.76480 -1.95292 -6.89267
H68 -3.20365 -2.67227 -5.29663
H69 -1.88627 -0.38819 -4.75488
H70 -1.36848 -0.68179 -6.42150
H71 0.31682 -1.64673 -4.86796
H72 -0.41972 -2.84233 -5.98416
H73 -1.08907 -1.26271 -2.73588
H74 -1.48262 -2.81306 -2.00785
H75 -2.52109 -2.07301 -3.15967
C31 8.62651 -6.47697 -2.55315
O11 8.38887 -5.74493 -1.37407
C32 8.93653 -6.29224 -0.17881
C33 8.53922 -5.43706 0.94477
N6 7.13866 -5.41655 1.24795
C34 6.87369 -4.74443 2.58586
C35 5.48924 -4.84787 2.98684
O12 4.66465 -4.29624 1.96540
C36 3.61928 -5.15517 1.53939
H76 7.74228 -6.68511 -3.07694
H77 8.99333 -7.44982 -2.28570
H78 9.22865 -5.82195 -3.22388
H79 10.02013 -6.47519 -0.33457
H80 8.46972 -7.19754 0.11385
H81 8.85394 -4.41655 0.87167
H82 9.12466 -5.79060 1.78992
H83 6.50173 -5.02322 0.56299
H84 7.25508 -3.78759 2.48799
H85 7.55586 -5.21861 3.30419
H86 5.35269 -4.28159 3.91335
H87 5.30818 -5.89125 3.28075
H88 4.13270 -6.04598 1.18525
H89 2.97488 -4.69406 0.81109
H90 2.93881 -5.38201 2.34066
C37 2.86031 -7.98727 -1.49737
O13 2.11818 -6.83901 -1.09682
C38 1.62748 -6.00387 -2.13236
C39 1.31120 -4.74535 -1.45502
N7 0.30563 -4.97545 -0.45715
C40 -0.06386 -3.81342 0.34989
C41 -1.12001 -4.18233 1.38959
O14 -0.40487 -4.89808 2.41606
C42 -1.26584 -5.93255 2.98514
H91 3.01615 -8.64413 -0.64848
H92 3.88919 -7.79379 -1.89121
H93 2.35751 -8.56763 -2.29956
H94 0.72937 -6.55225 -2.51301
H95 2.34987 -6.00982 -2.96695
H96 0.87146 -4.03098 -2.11187
H97 2.20484 -4.22853 -1.11656
H98 0.75390 -5.66438 0.14461
H99 -0.44670 -3.02097 -0.34811
H100 0.83273 -3.38368 0.87834
H101 -1.93425 -4.78982 0.88076
H102 -1.62778 -3.33821 1.91415
H103 -2.23501 -5.42397 3.19383
H104 -0.82637 -6.27076 3.92262
H105 -1.40047 -6.80608 2.30845
C43 4.79066 3.28479 2.27937
O15 5.02735 2.63284 0.97526
C44 5.99208 3.39162 0.23745
C45 6.09082 2.81148 -1.09853
N8 4.77740 2.68913 -1.72403
C46 4.78555 1.74773 -2.83973
C47 3.39276 1.58368 -3.43271
O16 2.59240 1.03987 -2.41750
C48 1.30153 1.65398 -2.17412
H106 4.36280 4.36949 2.24398
H107 5.65794 3.25389 2.87259
H108 4.07345 2.65265 2.81911
H109 6.98780 3.43500 0.72516
H110 5.59832 4.45561 -0.00808
H111 6.66193 1.77594 -1.07648
H112 6.76459 3.50064 -1.59870
H113 4.15939 2.40555 -0.93684
H114 5.15962 0.74399 -2.65562
H115 5.48257 2.04507 -3.63798
H116 3.40229 0.92413 -4.34870
H117 2.88383 2.51108 -3.77515
H118 0.66847 1.39194 -2.99857
H119 1.40535 2.70567 -2.13577
H120 0.88223 1.24007 -1.24869
C49 -7.68748 6.51841 -3.60282
O17 -8.80116 6.13534 -2.79758
C50 -9.45811 4.96014 -3.31553
C51 -8.70587 3.61652 -3.54211
N9 -8.19292 3.09110 -2.28342
C52 -6.86842 3.60033 -1.83650
C53 -6.47812 2.86569 -0.62384
O18 -7.38626 2.88812 0.43504
C54 -6.77118 2.77153 1.67273
H121 -7.89417 6.22475 -4.60241
H122 -6.85072 5.95457 -3.32706
H123 -7.55625 7.58158 -3.44387
H124 -9.98457 5.26042 -4.24799
H125 -10.29562 4.80468 -2.61818
H126 -7.79528 3.75743 -4.16769
H127 -9.42535 3.02035 -4.10446
H128 -8.82004 3.38455 -1.59851
H129 -6.87609 4.66027 -1.66155
H130 -6.16386 3.30899 -2.60587
H131 -5.47077 3.24026 -0.21236
H132 -6.31014 1.80353 -1.00130
H133 -6.42874 1.74536 1.86892
H134 -7.43096 3.16616 2.48893
H135 -5.90993 3.42281 1.62194
C55 3.28214 -3.99159 6.21837
O19 2.32280 -3.34022 5.47513
C56 0.93405 -3.55091 5.74444
C57 0.15986 -2.38257 5.06098
N10 -1.25398 -2.67631 5.06814
C58 -2.03572 -1.48886 4.68049
C59 -3.52565 -1.85584 4.57438
O20 -4.24675 -0.74063 4.14953
C60 -5.58605 -1.02587 3.77612
H136 3.19351 -3.90909 7.27626
H137 4.23774 -3.63859 5.89398
H138 3.37192 -5.04323 5.96263
H139 0.62869 -3.56007 6.82439
H140 0.73859 -4.50548 5.23057
H141 0.50748 -2.20785 4.04577
H142 0.21040 -1.42667 5.64254
H143 -1.38050 -3.40984 4.34848
H144 -1.60089 -0.92210 3.80428
H145 -1.88303 -0.79241 5.52362
H146 -3.94707 -2.18955 5.52550
H147 -3.58414 -2.74144 3.93749
H148 -6.08647 -0.01331 3.45369
H149 -6.16909 -1.47995 4.60720
H150 -5.58806 -1.73583 2.90579
C61 -3.30424 -5.51439 -1.99082
O21 -4.06211 -5.71724 -1.07725
N11 -3.61233 -4.73179 -3.06347
N12 -2.06528 -6.11785 -2.06977
H151 -2.91564 -4.39877 -3.71177
H152 -4.59141 -4.42820 -3.08333
H153 -1.68391 -6.34379 -1.15974
H154 -1.44135 -5.44970 -2.49737
C62 -1.70012 0.21418 0.78329
O22 -1.56479 -0.43749 -0.24450
N13 -2.91882 0.71390 1.10676
N14 -0.69472 0.35436 1.66693
H155 -3.76781 0.27886 0.71815
H156 -3.01131 0.90162 2.08111
H157 -0.67511 1.12246 2.37020
H158 0.20843 0.22394 1.21616
C63 -5.18928 -2.30580 0.05909
O23 -5.50850 -1.13343 0.35251
N15 -3.91810 -2.64643 -0.26169
N16 -6.01711 -3.38811 0.05071
H159 -3.70203 -3.53403 -0.70572
H160 -3.27956 -1.85158 -0.48117
H161 -5.66215 -4.29989 -0.14954
H162 -6.99258 -3.23148 0.29500
C64 2.60879 -0.84428 0.66462
O24 1.87371 0.17215 0.87366
N17 3.26915 -1.14095 -0.50575
N18 2.74881 -1.80127 1.70620
H163 2.84715 -0.52069 -1.25324
H164 3.58775 -2.13023 -0.80071
H165 3.56683 -2.39179 1.60953
H166 2.52055 -1.46817 2.59845
C65 -9.20941 -1.24279 -0.00194
O25 -9.01878 -2.43942 0.06129
N19 -8.25315 -0.27795 0.27107
N20 -10.47251 -0.77499 -0.40478
H167 -7.32494 -0.60917 0.35265
H168 -8.58410 0.63611 0.26704
H169 -10.76999 0.17888 -0.31133
H170 -11.20075 -1.46058 -0.43757
C66 -2.22099 2.78914 5.17152
O26 -1.70505 2.18648 4.22739
N21 -2.19031 4.16956 5.37824
N22 -2.94746 2.10500 6.09333
H171 -1.73574 4.64484 4.60460
H172 -2.15774 4.60856 6.25941
H173 -3.62648 2.51530 6.66806
H174 -3.08384 1.17835 5.72432

Cartesian forces (eV/Å) of the 6 atoms listed first:
C -0.38 0.41 1.08
O -0.31 -0.99 0.61
C 0.93 1.56 0.23
C 0.16 0.44 -0.16
N 0.98 -2.06 1.30
C -0.52 1.24 1.22

Calculated values
**Total charge**: 0
**Energy above the lowest of the compared OMol25 structures with the same formula, charge and spin**: 1.489 eV
**HOMO**: -0.298 Eh
**HOMO-LUMO gap**: 0.31472 hartree